A structure of composition C2H15O8Zn, computed with ωB97M-V with the def2-TZVPD basis set.

The geometry in XYZ format:
```
26
Properties=species:S:1:pos:R:3:forces:R:3
Zn 0.647 0.633 0.080 -0.19 -0.50 -0.09
C -2.242 -1.784 -1.343 -0.18 -0.14 0.14
C -0.753 -1.590 -1.322 0.40 0.57 0.66
O -0.031 -1.944 -2.223 0.47 -0.09 -0.71
O -0.276 -0.987 -0.245 -0.83 -0.50 0.35
H -2.545 -2.417 -0.505 0.02 0.06 -0.01
H -2.550 -2.249 -2.271 -0.02 -0.02 -0.08
H -2.744 -0.821 -1.220 0.03 -0.05 0.01
O 1.984 0.207 -1.469 0.66 0.24 -0.10
H 2.105 0.779 -2.234 0.11 -0.04 -0.05
H 2.056 -0.709 -1.783 -0.56 -0.11 -0.01
O -1.320 -1.622 2.399 0.02 0.39 -0.05
H -0.523 -1.860 2.879 -0.03 -0.28 -0.05
H -1.043 -1.418 1.484 0.07 -0.19 0.07
O -0.572 1.694 -1.382 -0.15 0.49 0.11
H -0.600 1.658 -2.344 0.07 -0.20 -0.03
H -1.320 2.241 -1.122 -0.07 0.02 -0.09
O 1.748 2.416 0.452 0.04 0.05 -0.08
H 1.400 3.269 0.731 -0.08 0.00 0.02
H 2.693 2.432 0.637 0.04 -0.05 0.00
O -0.712 1.144 1.667 0.12 0.70 -0.05
H -0.670 0.963 2.613 -0.02 -0.31 -0.03
H -1.515 1.657 1.537 -0.14 -0.13 0.03
O 1.986 -0.368 1.475 0.35 0.29 0.06
H 2.910 -0.459 1.219 0.02 -0.12 -0.03
H 1.884 -0.866 2.291 -0.14 -0.07 -0.01
```
Forces are in eV/Å.

## Properties
Energy in Ha: -2466.30712
Strongest force on any atom in eV/A: 1.0
Total charge: +1
HOMO-LUMO gap in Ha: 0.313
HOMO in hartree: -0.450
Relative energy (zero: lowest compared OMol25 entry of this formula, charge and spin) in eV: 0.000

natural (NBO) atomic charge list, values in e, 2 entries: atom 1 (Zn): 1.754, atom 2 (C): -0.730

***

A structure of composition C2H16ClMgO6, computed with ωB97M-V with the def2-TZVPD basis set.

The geometry in XYZ format:
```
26
Properties=species:S:1:pos:R:3:forces:R:3
Mg 1.866 -2.422 -0.636 -2.13 1.26 0.62
Cl 0.054 -0.832 -0.258 1.77 -1.16 -0.69
O 0.608 -3.920 -0.223 0.29 -0.67 -0.31
H -0.347 -3.760 -0.104 0.18 0.39 -0.03
H 0.690 -4.877 -0.373 0.04 0.11 0.11
O -1.851 -0.118 2.160 0.37 -0.19 -0.03
H -1.066 -0.175 1.591 -0.22 -0.10 0.48
H -2.388 -0.882 1.918 -0.02 0.05 0.12
O -1.237 0.504 -3.163 0.04 -0.18 0.09
H -0.534 -0.035 -2.789 0.04 0.06 -0.04
H -1.566 -0.006 -3.912 -0.12 0.12 0.05
O -2.839 1.337 0.047 0.38 -0.50 0.38
H -2.424 0.922 0.842 -0.59 0.59 -0.68
H -2.337 1.020 -0.714 -0.09 0.20 -0.09
O -3.079 -1.977 -1.701 0.22 -0.37 0.23
H -3.681 -1.764 -0.978 -0.06 0.13 -0.16
H -2.262 -1.519 -1.482 -0.13 0.29 -0.06
C 2.718 2.429 1.996 0.31 1.43 1.12
C 2.686 1.733 0.682 -1.36 -1.63 -2.05
O 1.846 2.336 -0.328 0.03 0.87 0.27
H 1.897 2.198 2.675 -0.11 -0.43 -0.31
H 2.650 3.519 1.924 -0.02 -0.05 -0.63
H 3.634 2.324 2.582 0.12 -0.55 -0.29
H 2.197 0.753 0.761 0.39 -0.34 0.82
H 3.585 1.506 0.103 0.76 0.54 0.93
H 1.181 1.708 -0.619 -0.09 0.12 0.16
```
Forces are in eV/Å.

## Properties
Energy in Ha: -1197.25431
Strongest force on any atom in eV/A: 3.0
Total charge: +1
HOMO-LUMO gap in Ha: 0.181
HOMO in hartree: -0.471
Relative energy (zero: lowest compared OMol25 entry of this formula, charge and spin) in eV: 0.675

natural (NBO) atomic charge list, values in e, 2 entries: atom 1 (Mg): 1.804, atom 2 (Cl): -0.822

***

A cluster of 7 separate species, C2H16ClO6 in total, computed with ωB97M-V with the def2-TZVPD basis set.

The geometry in XYZ format:
```
25
Properties=species:S:1:pos:R:3:forces:R:3
Cl -1.073 0.050 -0.671 0.16 -0.07 -0.03
O -2.440 2.519 -2.244 0.08 -0.22 -0.15
H -2.283 2.538 -3.192 0.02 -0.01 0.03
H -1.981 1.709 -1.937 -0.11 0.26 0.16
O -3.862 1.233 0.956 -0.18 -0.15 -0.12
H -4.759 1.311 0.619 0.04 0.03 -0.02
H -3.394 0.721 0.277 0.25 0.14 0.20
O -1.484 -2.524 -2.611 -0.04 0.24 -0.03
H -1.637 -2.206 -3.505 0.02 0.02 0.03
H -1.415 -1.705 -2.077 0.00 -0.26 -0.04
O -1.507 -2.895 0.947 0.20 0.05 0.07
H -0.688 -3.356 1.148 0.00 0.01 -0.07
H -1.209 -2.083 0.503 -0.26 0.01 0.03
O 1.703 -1.865 -0.492 -0.01 0.10 -0.01
H 0.903 -1.341 -0.681 -0.01 -0.05 0.01
H 2.413 -1.217 -0.544 -0.04 0.01 0.01
C 3.518 0.877 1.694 -0.61 -0.05 0.36
C 1.986 0.987 1.665 0.45 -0.11 -0.08
O 1.589 1.838 0.607 0.13 0.04 -0.03
H 3.898 0.807 0.678 0.12 0.02 -0.04
H 3.798 -0.020 2.254 0.08 0.02 -0.06
H 3.951 1.733 2.212 0.14 0.09 -0.23
H 1.647 1.398 2.623 -0.13 -0.15 0.01
H 1.568 -0.016 1.532 -0.14 0.10 0.04
H 0.758 1.506 0.240 -0.18 -0.06 -0.04
```
Forces are in eV/Å.

## Properties
Energy in Ha: -997.54640
Strongest force on any atom in eV/A: 0.7
Total charge: -1
HOMO-LUMO gap in Ha: 0.360
HOMO in hartree: -0.235
Relative energy (zero: lowest compared OMol25 entry of this formula, charge and spin) in eV: 0.000

natural (NBO) atomic charge list, values in e, 2 entries: atom 1 (Cl): -0.917, atom 2 (O): -0.970